A single C5H9NO molecule, computed with ωB97M-V/def2-TZVPD.

The calculation puts the energy relative to the best compared isomer or geometry (same formula, charge and spin) at 130.59 kcal/mol. The calculation puts the HOMO-LUMO gap at 9.16 eV. The net charge is 0. The calculation puts the maximum force at 0.30 eV/A.

Cartesian coordinates (Å):
C: 1.504 0.665 0.293
C: -1.905 0.133 0.293
H: 1.518 -2.153 0.273
H: 0.086 1.000 1.740
C: -0.548 0.612 -0.170
H: -0.635 1.232 -1.073
N: 0.292 1.366 0.811
C: 0.503 -1.844 -0.043
H: -1.803 -0.629 1.073
H: -2.462 -0.317 -0.535
H: 2.238 0.349 1.041
O: 0.962 -1.047 -1.560
H: -2.491 0.973 0.679
C: 0.594 -0.397 -0.300
H: 1.997 1.282 -0.466
H: 0.149 -1.227 -2.056